[1]
ORCA calculation (wB97M-V/def2-TZVPD) on C64H144F2NO4P4S2 as an isolated structure.

Geometry as XYZ:
```
221
Properties=species:S:1:pos:R:3:forces:R:3
C -4.566 -7.874 37.930 1.2 -0.4 -1.4
H 2.489 -5.844 31.735 -0.2 0.3 0.2
H -13.489 -6.324 30.809 0.0 -0.1 0.4
H -11.130 -9.441 37.420 -0.5 0.0 0.4
H -14.091 5.346 31.889 0.8 0.3 -0.2
C -9.134 -5.857 39.709 -1.1 -0.8 -0.6
H -6.888 -7.908 32.651 0.3 0.3 1.2
C -16.104 -6.022 30.542 -1.6 -1.3 0.2
H -15.337 -5.421 30.938 1.1 0.7 0.5
S -8.471 -5.468 35.465 -0.2 -0.6 0.3
H -9.361 -8.100 32.282 -0.4 0.5 -0.2
H -11.747 -6.980 32.941 -0.3 0.2 0.3
H -12.249 -8.152 39.750 -0.2 -0.1 0.4
H -12.941 3.874 33.475 1.3 0.1 -1.3
C -8.036 -7.214 30.915 0.5 0.7 0.4
H -1.722 -4.299 32.885 0.0 -0.1 -0.7
C -14.080 -5.518 36.820 0.9 -1.5 1.0
H -11.492 2.498 34.296 -0.1 -0.4 1.5
C -12.138 -11.565 26.940 0.4 0.1 0.4
H 2.652 -5.418 33.447 -0.5 0.4 0.0
C -12.369 -11.374 28.420 -0.6 -0.2 1.0
H -4.656 -4.982 33.980 -0.5 -1.3 -0.7
O -9.418 -5.839 36.445 -1.4 0.1 1.6
H -5.904 -4.844 37.493 0.2 -0.3 -0.1
C -8.133 -8.711 41.490 -1.5 -1.2 -0.7
H -13.859 1.729 34.484 0.1 0.9 0.4
H -15.015 0.965 29.993 -0.1 0.1 -0.1
H -16.972 6.010 35.400 0.6 -0.7 -0.6
C -13.547 -8.139 33.369 -1.4 -1.0 1.0
H -3.670 -0.559 38.359 0.1 0.1 0.2
H -13.938 8.143 31.723 0.5 0.0 -0.4
H -7.850 -7.049 29.849 0.0 -0.4 0.0
C -8.037 -9.869 42.518 -1.4 1.6 1.8
P -12.016 -8.180 31.048 -0.7 -1.9 -0.7
H -11.594 3.017 36.056 0.2 -0.4 -0.5
H -14.994 -8.506 30.689 0.3 -0.1 -0.6
C -11.708 0.813 35.810 -0.3 1.4 -0.3
H -2.968 -1.635 39.599 0.1 1.1 -0.2
C -10.532 -7.454 30.484 0.8 -0.9 -0.4
H -12.631 -9.180 28.474 1.0 -1.2 0.2
C -3.972 -8.286 36.542 1.9 0.0 -0.1
H -9.723 -10.992 41.958 -1.0 0.2 0.1
H -12.507 -12.567 26.719 0.5 0.0 -0.5
H -14.312 -10.105 32.624 -0.1 -0.2 -0.6
H -17.454 4.039 33.916 0.4 0.0 0.7
H -15.114 -5.277 36.739 -0.8 -0.2 0.0
C -5.753 -2.427 33.274 -0.8 0.0 1.5
C -15.665 -6.932 29.416 0.1 0.9 -0.5
H -13.176 -10.207 30.760 -1.7 -0.4 0.3
F -9.581 -3.657 32.468 -0.6 -0.2 0.8
H -14.849 4.720 37.997 -0.7 -0.3 0.1
C -1.585 -5.072 33.629 1.3 -0.1 0.4
H -11.416 -8.638 33.374 -1.0 0.6 -1.0
C -15.039 6.951 33.065 0.4 1.3 1.4
C -6.168 -1.716 34.628 0.7 1.0 -2.0
H -11.533 -10.673 30.940 -0.2 0.9 0.2
H -15.231 -6.218 28.733 0.3 -0.1 -1.1
H -15.380 1.819 32.602 0.0 0.6 -0.1
H -15.289 5.362 35.678 -0.6 0.2 -0.1
C -3.779 -7.076 35.532 -0.9 -1.8 0.0
H -11.716 -5.687 38.074 0.2 0.6 0.0
C -10.010 -11.711 36.174 2.1 0.9 -0.4
H -2.068 -6.014 33.377 -0.1 0.0 -0.6
H -5.554 -3.289 38.231 -0.2 -1.0 0.4
H -12.983 -6.823 29.303 1.5 0.7 -1.8
H -11.045 -11.399 26.735 -1.1 -0.4 -0.2
C -11.968 2.283 35.315 0.6 -0.2 -0.8
H -9.327 -12.294 35.502 -0.8 0.8 0.2
C -16.850 4.592 36.958 1.3 -2.0 0.2
H -13.270 4.849 34.827 -0.5 0.1 0.2
C -7.669 -5.856 39.250 -0.8 -0.2 0.6
H -15.339 10.122 31.695 0.1 1.0 -0.9
C 2.116 -6.057 32.743 2.7 -1.7 -0.1
C -14.975 8.090 32.012 0.5 -1.9 -0.3
H -1.451 -0.794 37.093 0.0 1.0 -0.8
H -4.839 -3.971 35.355 0.7 0.0 -0.9
H -7.599 -8.983 40.563 -0.1 0.0 0.3
H -15.381 3.063 37.700 0.3 -0.7 -0.6
C -5.838 -4.359 38.455 -0.3 1.9 0.3
H -14.309 -7.545 32.814 0.5 -0.4 0.2
C -13.605 3.969 34.283 -0.4 -2.4 0.4
H -6.488 -3.232 33.117 0.4 -0.1 0.0
C -12.000 -10.014 28.939 -0.9 1.8 0.6
H -9.580 -9.620 35.636 -0.2 0.7 -1.1
H -15.562 2.622 29.508 0.0 -0.7 -0.7
H -9.959 -12.264 37.082 -0.3 -0.5 0.9
H -14.846 9.793 33.332 0.1 0.0 0.1
H -1.678 -2.392 35.223 0.3 -0.7 0.3
H -16.447 9.356 32.768 -0.4 0.3 0.2
H -16.516 2.968 34.996 0.1 -0.1 0.1
H -13.713 1.768 27.639 -0.2 0.3 2.3
C -2.730 -0.806 38.875 -0.5 -1.2 -0.1
H -7.380 -3.885 40.076 0.5 -0.3 -0.8
H -14.404 -8.580 28.937 -0.1 0.2 1.0
H -8.683 -9.593 43.399 0.8 0.4 -0.5
C -9.369 -8.393 38.226 0.5 0.5 -2.0
H -5.964 -7.321 31.131 0.0 -0.3 1.2
H -15.525 7.771 31.114 0.0 0.2 0.2
C -13.270 -7.213 30.217 -2.0 -0.6 1.1
H -3.511 -7.393 34.540 0.5 -0.8 -0.4
C -9.457 -10.261 36.469 1.4 -1.9 0.1
H -17.610 3.779 36.783 0.5 1.0 0.4
H -15.953 7.022 33.677 0.2 0.1 -0.4
H -13.421 -11.544 28.719 0.2 -0.1 -0.4
H -11.912 -6.469 40.439 -0.4 -0.9 -1.1
H -0.823 -3.716 36.209 -1.0 0.9 -0.6
O -7.110 -5.467 35.906 0.0 0.3 -1.1
H -6.677 -8.894 31.217 -0.2 0.0 0.1
H -17.257 5.395 37.499 -1.0 1.0 0.5
H -9.146 -9.021 30.875 0.1 -0.3 -0.3
O -10.641 -2.573 34.330 -0.2 1.5 0.4
H -11.814 -7.215 37.333 -0.4 0.1 0.9
P -9.950 -7.491 39.636 -1.1 -0.2 0.6
H -8.312 -6.208 31.277 0.9 0.0 0.2
H -16.932 -5.345 30.319 0.1 -0.2 -0.3
H 2.631 -7.051 32.944 -0.9 0.9 -0.1
H -13.158 3.066 28.755 -0.3 0.2 -0.2
C -14.700 1.985 29.757 -0.3 1.2 0.6
H -2.970 -8.786 36.739 -0.9 0.8 -0.3
C -15.408 9.423 32.478 -0.7 -0.2 1.2
H -9.271 -7.550 37.425 -0.1 -1.6 1.2
C -6.805 -7.876 31.600 -0.1 1.0 -3.1
H -14.144 -5.914 38.924 0.3 -0.6 -0.3
C -16.532 3.955 34.543 -0.1 1.4 -1.5
H -4.342 -8.646 38.658 -0.3 -0.2 0.0
H -7.541 -6.381 38.295 -0.2 0.1 0.2
H 0.461 -4.375 34.023 -0.2 0.0 -0.2
H -7.726 -7.757 41.804 0.3 0.0 0.5
H -13.881 3.734 30.717 0.0 -0.8 0.2
C 0.635 -6.138 32.810 -1.9 -1.6 0.7
H -12.150 0.769 36.813 0.6 -0.4 0.0
H -3.705 -2.051 33.626 -0.1 -0.5 0.6
H 0.288 -7.241 32.808 0.4 1.7 0.2
P -2.595 -4.546 34.986 -0.4 -1.1 1.3
C -15.312 -9.679 34.527 0.5 -0.9 -0.9
H -16.167 3.901 38.908 -0.3 0.3 0.8
C -14.967 5.573 32.467 -1.3 0.5 -1.1
H -2.369 0.100 39.373 0.2 -0.4 -0.1
H -3.476 -2.338 36.892 0.0 -0.1 0.3
C -14.581 -7.933 29.830 -0.8 -0.4 0.1
H -16.327 2.938 31.713 -0.4 0.3 -0.6
H -5.643 -0.732 34.725 0.1 -1.0 0.3
H -7.056 -9.898 42.940 0.8 -0.5 -0.1
C -10.106 -9.655 37.694 0.7 0.5 0.3
H 0.040 -5.756 34.889 0.1 -0.8 0.9
S -10.189 -3.847 33.965 1.1 0.9 -1.6
H -7.956 -3.921 38.395 0.2 -0.2 0.2
C -9.264 -7.985 31.190 -1.2 -1.3 -0.4
P -15.159 4.073 33.357 0.4 -0.3 1.6
H -14.212 7.170 33.782 -0.5 -0.4 -0.3
H -3.886 -3.234 32.409 -0.6 -0.2 0.7
H -10.078 -7.864 41.984 -0.4 -0.3 0.2
F -8.614 -6.745 34.524 0.5 0.2 -0.9
H -8.361 -8.741 38.508 0.0 0.4 -0.2
H -5.615 -7.738 37.770 -0.7 0.4 0.5
H -2.604 -3.406 37.982 -0.1 -0.3 -0.1
H -8.354 -11.520 41.151 0.3 -0.4 0.5
H -4.056 -6.975 38.299 -0.4 -0.1 -0.1
C -1.792 -1.452 37.853 0.3 -0.5 0.1
H -13.308 -10.287 34.089 -0.3 0.7 -0.9
O -11.127 -4.875 33.866 -1.7 -2.3 -0.5
C -7.259 -4.411 39.095 1.1 0.3 0.0
H -15.756 5.558 31.712 -0.2 -0.2 -0.2
H -10.956 -9.801 28.745 0.3 0.1 -0.3
H 0.192 -5.733 31.933 -0.2 0.3 -1.2
H -5.878 -1.754 32.423 0.2 0.1 0.2
H -6.090 -2.363 35.476 0.4 -0.2 0.6
H -7.187 -1.406 34.593 -1.0 0.0 -0.2
C -11.780 -7.192 39.570 1.1 0.5 0.1
H -7.102 -6.407 40.015 0.3 0.3 -0.3
C -9.663 -8.475 41.186 1.2 1.2 -1.4
H -9.311 -5.663 40.767 0.5 0.6 0.2
C -2.862 -6.029 36.010 2.2 0.7 1.4
C -12.168 -7.985 32.806 1.8 -0.5 0.5
H -15.012 -9.875 35.537 0.4 0.5 0.7
C -14.215 2.718 31.024 -0.8 0.3 -0.1
C -13.574 2.056 28.765 1.5 -0.5 -2.0
H -4.524 -9.080 36.017 -0.3 0.4 0.4
C -12.216 -6.632 38.207 0.6 0.4 -0.7
H -5.040 -4.797 39.058 -0.2 0.0 0.1
H -8.695 -11.982 42.900 0.6 0.7 -0.5
H -14.132 -7.412 37.908 -0.5 0.1 0.2
H -11.803 -12.101 29.020 0.0 0.0 -0.3
C -16.360 5.101 35.582 -0.5 -0.5 1.0
H -13.486 -7.660 34.357 -0.3 -0.3 -0.1
H -10.021 -10.412 38.465 -0.6 -0.2 0.4
C -2.467 -2.658 37.200 -1.4 -0.1 -0.1
C -15.325 2.806 32.084 0.6 -1.2 1.0
H -13.419 2.140 31.454 0.8 0.1 0.3
H -9.756 -5.136 39.114 0.5 -0.7 0.4
H -14.049 2.734 35.957 0.1 -0.5 0.5
C -13.439 2.589 35.074 -0.8 0.7 -1.0
C -14.079 -9.653 33.565 0.5 1.3 1.8
H -8.340 -10.376 36.579 -1.0 0.3 0.2
C -1.833 -3.239 35.936 2.2 0.2 0.4
C -0.059 -5.335 33.919 -0.4 0.9 -0.4
H -12.208 0.070 35.213 -0.6 -0.1 -0.5
H -16.459 -6.709 31.297 -0.3 0.2 0.9
H -1.819 -6.440 36.252 -1.3 0.4 -0.3
C -12.210 -9.914 30.484 2.0 0.1 -0.8
H -0.872 -1.785 38.312 0.3 -0.2 0.4
H -16.526 -7.419 28.910 0.6 0.2 0.5
H -15.927 -8.805 34.457 -0.3 0.6 0.0
N -8.885 -4.243 34.658 2.3 0.1 0.4
C -8.687 -11.167 42.143 0.3 -1.1 -1.3
H -10.221 -9.388 40.990 0.0 0.0 0.4
H -13.712 -6.010 35.945 0.0 -0.2 -0.9
H -13.551 -4.612 36.907 0.7 1.3 0.1
H -10.581 -7.535 29.370 0.6 -0.2 0.8
C -13.711 -6.412 38.030 -0.7 0.4 0.3
H -10.665 0.502 35.710 0.0 0.4 0.7
C -4.322 -2.944 33.401 0.7 0.0 -0.5
C -4.210 -4.143 34.429 -0.9 2.8 0.2
H -3.290 -5.695 36.951 0.3 0.5 0.3
H -15.958 -10.537 34.354 -0.1 -0.1 -0.5
C -15.733 4.041 37.943 -0.2 1.0 -1.4
H -12.750 -10.861 26.377 0.2 0.1 -0.2
H -11.007 -11.690 35.807 -0.8 -0.1 -0.4
H -12.694 1.482 29.145 -0.7 0.0 -0.3
H -4.752 -6.677 35.342 -0.9 0.6 0.3
H -10.777 -6.442 30.670 0.4 1.6 0.4
```
Positions in Å, forces in eV/Å.

Values from the calculation:
- Total charge: +3
- LUMO level: -4.25 eV
- Kohn-Sham gap: 11.1 eV
- Highest occupied orbital energy: -15.335 eV
- ΔE to the lowest compared entry with this formula, charge and spin: 265.9 kJ/mol

***

[2]
ORCA calculation (wB97M-V/def2-TZVPD) on a 3-piece molecular cluster, C15H23BN4O7PS overall.

Geometry as XYZ:
```
52
Properties=species:S:1:pos:R:3:forces:R:3
N -4.178 0.269 -1.291 0.9 0.6 -0.2
O 3.627 -0.349 -4.318 0.1 0.0 0.0
O -0.162 -1.415 -2.441 -1.0 0.0 -1.0
O 1.703 2.264 7.129 0.0 0.1 0.0
C 5.571 -1.326 -0.170 -0.1 0.0 0.0
H -3.312 0.478 -3.259 0.3 -0.1 -0.1
C 3.312 -1.175 -1.773 -0.3 0.0 0.0
C -0.108 2.871 2.857 0.0 -0.1 0.0
B -3.956 -1.121 -1.198 -1.5 0.4 0.4
O 1.173 4.252 6.486 0.0 -0.1 0.0
N -2.575 -1.851 -1.299 0.2 -0.1 -1.2
C -0.047 1.505 2.618 0.0 0.1 0.0
O 5.764 -0.178 -4.110 0.0 0.0 0.0
C 5.694 -0.937 -1.495 0.2 0.0 0.1
H -5.399 -2.242 -1.828 -0.6 0.0 0.6
H 6.450 -1.383 0.455 0.0 0.0 0.0
H -2.968 0.737 0.405 0.3 -0.1 0.2
N 1.260 3.053 6.320 0.0 0.0 0.1
H 2.439 -1.114 -2.402 0.0 0.0 -0.1
H -2.509 -2.468 -0.485 0.1 0.2 0.2
C 0.854 1.150 4.816 0.1 -0.3 0.1
C -3.859 1.087 -0.104 0.1 -0.7 0.0
H -0.479 3.541 2.094 0.0 0.0 0.0
O -1.275 0.640 -1.539 -0.9 0.0 -0.8
H -5.024 0.724 -3.155 -0.4 -0.1 -0.3
H -3.518 -3.365 -2.495 -0.4 -0.1 0.1
C 0.429 0.647 3.598 0.0 0.0 -0.1
H 0.269 4.443 4.266 0.1 0.0 0.1
H 1.229 0.489 5.582 0.0 0.1 0.1
H -3.651 2.103 -0.380 -0.1 0.5 -0.3
C 4.323 -1.637 0.352 0.0 0.0 0.0
C -4.102 0.877 -2.614 -0.4 -0.3 0.0
N 4.662 -0.430 -3.677 0.0 0.0 -0.1
H 6.662 -0.693 -1.906 0.0 0.0 -0.1
H -3.977 1.941 -2.553 0.2 0.5 0.2
C 4.557 -0.863 -2.274 0.0 0.0 0.1
H 0.474 -0.419 3.415 0.0 0.0 0.0
S -0.213 -1.178 0.427 -0.9 -0.2 -0.3
C 3.194 -1.565 -0.453 0.1 -0.1 0.1
P -1.055 -0.884 -1.254 2.5 -0.1 2.6
O -4.967 -2.004 -0.991 0.5 -0.7 -0.7
H -1.798 -3.512 -2.376 0.5 -0.2 -0.1
C 0.792 2.512 5.031 0.0 0.0 -0.1
H -2.500 -2.239 -3.404 0.0 0.1 -0.4
H -1.465 0.887 -2.460 0.0 0.3 0.2
C 0.313 3.382 4.073 -0.1 0.2 -0.1
H -0.458 -1.101 -3.316 0.5 -0.3 0.0
H -4.669 1.042 0.602 -0.4 0.2 0.2
H 2.212 -1.803 -0.063 0.2 0.0 0.0
C -2.599 -2.811 -2.500 -0.1 0.2 0.6
H 4.231 -1.935 1.388 0.0 0.0 0.0
H -0.371 1.107 1.667 0.0 0.1 0.0
```
Positions in Å, forces in eV/Å.

Values from the calculation:
- Total charge: +1
- LUMO level: -3.93 eV
- Kohn-Sham gap: 8.1 eV
- Highest occupied orbital energy: -12.003 eV
- ΔE to the lowest compared entry with this formula, charge and spin: 37.5 kJ/mol

***

[3]
ORCA calculation (wB97M-V/def2-TZVPD) on BrNi as an isolated structure.

Geometry as XYZ:
```
2
Properties=species:S:1:pos:R:3:forces:R:3
Br -0.443 0.405 0.652 -7.2 6.6 10.6
Ni 0.443 -0.405 -0.652 7.2 -6.6 -10.6
```
Positions in Å, forces in eV/Å.

Values from the calculation:
- Total charge: +1
- LUMO level (alpha / beta): -6.72 / -8.53 eV
- Kohn-Sham gap (alpha / beta): 11.0 / 9.0 eV
- Spin multiplicity: 3
- Highest occupied orbital energy (alpha / beta): -17.730 / -17.497 eV
- ΔE to the lowest compared entry with this formula, charge and spin: 189.3 kJ/mol
- Expectation value of S²: 2.013